Here is a single C10H19N3O5 molecule in a non-equilibrium geometry from the Open Molecules 2025 dataset. Energies are from wB97M-V/def2-TZVPD.

ORCA input file:
```
! RIJCOSX wB97M-V def2-TZVPD def2/J DEFGRID3
* xyz 0 1
N -5.55 -1.92 0.45
C -4.52 -1.12 -0.27
C -3.07 -1.45 -0.08
C -2.03 -0.45 -0.63
C -1.86 0.77 0.20
C -0.58 1.58 -0.23
N 0.59 0.88 0.15
C 1.83 1.11 -0.26
O 2.20 2.00 -0.96
C 2.87 0.15 0.41
N 2.19 -1.06 0.95
C 4.03 -0.20 -0.61
C 5.13 -0.82 0.27
O 4.93 -1.10 1.42
O 6.33 -1.00 -0.27
C -0.66 2.93 0.51
O -1.53 3.28 1.25
O 0.33 3.76 0.19
H -5.49 -2.92 0.13
H -5.36 -1.90 1.43
H -4.65 -0.09 0.10
H -4.82 -1.12 -1.33
H -2.81 -1.71 0.96
H -2.83 -2.37 -0.58
H -1.04 -0.98 -0.71
H -2.33 -0.17 -1.64
H -2.69 1.45 -0.02
H -1.79 0.55 1.25
H -0.69 1.82 -1.32
H 0.52 0.02 0.71
H 3.25 0.85 1.18
H 2.84 -1.58 1.57
H 2.18 -1.64 0.11
H 3.64 -0.94 -1.41
H 4.38 0.68 -1.14
H 6.22 -0.75 -1.21
H 0.82 3.47 -0.60
*
```

Calculated values
SMILES string: NCCCC[C@H](NC(=O)[C@@H](N)CC(=O)O)C(=O)O
Orbital gap, eV: 9.75
Lowest unoccupied orbital energy, eV: 0.19
E, eV: -25386.8399
Energy relative to the best compared isomer or geometry (same formula, charge and spin), kJ/mol: 104.4

Results of the Mulliken charge analysis, in e, for atoms 1 through 6:
1. N -0.66
2. C -0.55
3. C -0.68
4. C -0.20
5. C -1.13
6. C -0.12

---

Here is a molecular structure, C29H48HgN2O2PS in a non-equilibrium geometry from the Open Molecules 2025 dataset. Energies are from wB97M-V/def2-TZVPD.

ORCA input file:
```
! RIJCOSX wB97M-V def2-TZVPD def2/J DEFGRID3
* xyz 0 2
Hg -1.97 0.77 2.00
C -3.08 -3.79 1.49
C -3.35 -2.48 2.29
C -4.45 -1.71 1.55
C -3.86 -2.86 3.70
O -2.19 -1.76 2.36
H -3.95 -4.44 1.54
H -2.21 -4.30 1.91
H -2.87 -3.55 0.45
H -5.36 -2.30 1.48
H -4.11 -1.45 0.55
H -4.66 -0.78 2.09
H -4.76 -3.47 3.63
H -4.08 -1.95 4.26
H -3.10 -3.42 4.23
O -0.09 0.98 -0.14
P 0.28 0.48 -1.48
C -1.27 0.37 -2.52
C -1.12 0.04 -4.00
C -1.28 -1.44 -4.35
C -2.57 -1.99 -3.76
C -2.51 -1.89 -2.24
C -2.37 -0.43 -1.81
C 1.04 -1.22 -1.34
C 1.68 -1.48 0.03
C 3.17 -1.16 0.09
C 3.92 -1.87 -1.03
C 3.38 -1.39 -2.37
C 1.89 -1.70 -2.51
C 1.41 1.69 -2.35
C 0.67 2.91 -2.90
C 0.09 3.78 -1.79
C 1.14 4.12 -0.72
C 2.52 3.63 -1.10
C 2.49 2.12 -1.34
H -1.57 1.42 -2.43
H -0.16 0.41 -4.37
H -1.90 0.59 -4.54
H -0.43 -2.02 -3.97
H -1.28 -1.54 -5.44
H -2.71 -3.03 -4.07
H -3.41 -1.42 -4.14
H -1.67 -2.49 -1.87
H -3.42 -2.30 -1.81
H -2.20 -0.37 -0.73
H -3.33 0.06 -2.02
H 0.10 -1.79 -1.34
H 1.55 -2.54 0.26
H 1.14 -0.91 0.79
H 3.56 -1.48 1.06
H 3.33 -0.09 0.01
H 3.78 -2.95 -0.95
H 4.99 -1.66 -0.97
H 3.91 -1.87 -3.20
H 3.54 -0.31 -2.45
H 1.78 -2.78 -2.60
H 1.52 -1.25 -3.44
H 1.87 1.17 -3.20
H -0.13 2.60 -3.58
H 1.36 3.50 -3.50
H -0.74 3.25 -1.31
H -0.32 4.69 -2.23
H 0.85 3.66 0.22
H 1.16 5.20 -0.55
H 3.22 3.83 -0.28
H 2.89 4.16 -1.98
H 2.26 1.65 -0.38
H 3.48 1.79 -1.67
N -0.62 -1.48 4.63
C 0.08 -0.35 4.66
N 0.27 0.41 3.64
C 1.05 1.50 3.91
C 1.40 2.48 2.99
C 2.14 3.56 3.42
C 2.53 3.68 4.75
C 2.23 2.69 5.67
C 1.49 1.60 5.25
S 0.89 0.23 6.15
H -1.18 -1.66 3.78
H -0.85 -1.95 5.49
H 1.07 2.36 1.97
H 2.40 4.34 2.71
H 3.07 4.55 5.07
H 2.55 2.77 6.70
*
```

Calculated values
Expectation value of S²: 0.7655
Orbital gap (spin up / spin down), eV: 8.47 / 6.05
Lowest unoccupied orbital energy (spin up / spin down), eV: 0.71 / -1.78
E, eV: -62227.8065

Results of the Mulliken charge analysis, in e, for atoms 1 through 6:
1. Hg 0.50
2. C -1.43
3. C 1.84
4. C -1.52
5. C -2.00
6. O -0.66

---

Here is a molecular structure, C29H53AsFeN3SSeSi3 from the Open Molecules 2025 dataset. Energies are from wB97M-V/def2-TZVPD.

ORCA input file:
```
! RIJCOSX wB97M-V def2-TZVPD def2/J DEFGRID3
* xyz 1 5
Fe 0.50 -0.18 0.30
S -1.08 -1.61 -0.72
C -1.72 -0.04 -1.15
C -2.87 0.19 -1.91
C -3.27 1.49 -2.14
C -2.52 2.55 -1.62
C -1.38 2.25 -0.90
N -0.99 0.99 -0.68
H -3.43 -0.65 -2.29
H -4.16 1.69 -2.71
H -2.80 3.58 -1.79
H -0.75 3.03 -0.49
C -2.18 1.65 5.30
C -3.02 0.39 5.16
C -3.87 0.36 3.89
C -3.09 0.16 2.59
N -2.43 -1.14 2.54
C -1.12 -1.42 2.61
Se 0.25 -0.13 2.73
N -0.94 -2.75 2.54
C 0.31 -3.50 2.53
C 0.51 -4.30 3.81
C 0.70 -3.46 5.07
C 2.04 -2.74 5.11
C -2.18 -3.35 2.37
C -2.54 -4.68 2.17
C -3.88 -4.94 1.98
C -4.84 -3.91 1.99
C -4.48 -2.59 2.18
C -3.13 -2.33 2.38
H -1.69 1.69 6.27
H -2.81 2.54 5.21
H -1.40 1.71 4.54
H -3.69 0.30 6.02
H -2.39 -0.50 5.19
H -4.41 1.31 3.80
H -4.64 -0.41 3.96
H -2.32 0.92 2.45
H -3.76 0.20 1.73
H 1.11 -2.78 2.38
H 0.27 -4.15 1.65
H 1.38 -4.94 3.66
H -0.34 -4.98 3.93
H 0.61 -4.11 5.94
H -0.12 -2.74 5.16
H 2.86 -3.45 4.95
H 2.21 -2.27 6.08
H 2.11 -1.96 4.36
H -1.81 -5.47 2.14
H -4.21 -5.95 1.82
H -5.88 -4.16 1.83
H -5.22 -1.80 2.17
C 4.21 -1.96 1.39
Si 4.01 -1.86 -0.47
C 5.69 -1.76 -1.29
C 3.04 -3.32 -1.13
As 2.66 0.04 -0.86
Si 2.40 0.33 -3.21
C 1.63 2.00 -3.51
C 4.07 0.20 -4.05
C 1.25 -1.03 -3.77
Si 3.78 1.90 0.11
C 5.62 1.82 -0.21
C 3.41 1.80 1.94
C 3.05 3.47 -0.59
H 4.64 -2.93 1.66
H 3.26 -1.85 1.91
H 4.88 -1.19 1.76
H 6.22 -2.68 -1.04
H 6.29 -0.93 -0.93
H 5.63 -1.69 -2.38
H 3.45 -4.25 -0.75
H 3.08 -3.36 -2.22
H 1.99 -3.26 -0.84
H 2.33 2.82 -3.37
H 0.76 2.17 -2.87
H 1.28 2.03 -4.55
H 4.84 0.79 -3.57
H 3.97 0.56 -5.08
H 4.41 -0.84 -4.11
H 0.29 -0.97 -3.26
H 1.66 -2.02 -3.59
H 1.08 -0.92 -4.85
H 6.10 1.04 0.39
H 6.08 2.77 0.09
H 5.86 1.65 -1.25
H 3.68 0.84 2.38
H 2.35 1.98 2.13
H 3.97 2.58 2.47
H 3.41 3.69 -1.59
H 3.35 4.30 0.05
H 1.96 3.44 -0.62
*
```

Calculated values
Expectation value of S²: 6.0151
Orbital gap (spin up / spin down), eV: 8.53 / 8.11
Lowest unoccupied orbital energy (spin up / spin down), eV: -1.86 / -2.43
E, eV: -230445.5514
Energy relative to the best compared isomer or geometry (same formula, charge and spin), kJ/mol: 0.0

Results of the Mulliken charge analysis, in e, for atoms 1 through 6:
1. Fe 1.23
2. S -0.51
3. C 0.89
4. C -1.18
5. C -0.24
6. C -0.81

---

Here is a single C4H7N3O molecule in a non-equilibrium geometry from the Open Molecules 2025 dataset. Energies are from wB97M-V/def2-TZVPD.

ORCA input file:
```
! RIJCOSX wB97M-V def2-TZVPD def2/J DEFGRID3
* xyz 0 1
H -2.62 -1.80 -0.09
N -2.79 -0.74 -0.44
C -1.82 0.13 -0.18
N -0.53 0.06 0.46
C 0.41 -1.03 0.47
C 1.57 -0.38 -0.15
O 2.61 -0.99 -0.26
C 1.29 0.96 -0.50
N 0.02 1.28 0.29
H -2.13 1.18 -0.23
H -0.06 -1.72 -0.32
H 0.73 -1.49 1.44
H 2.22 1.53 -0.14
H 0.92 1.05 -1.42
H 0.19 1.95 1.08
*
```

Calculated values
SMILES string: [H]/N=C\N1CC(=O)CN1
Orbital gap, eV: 9.66
Lowest unoccupied orbital energy, eV: 0.67
E, eV: -10775.6624
Energy relative to the best compared isomer or geometry (same formula, charge and spin), kJ/mol: 394.1

Results of the Mulliken charge analysis, in e, for atoms 1 through 6:
1. H 0.23
2. N -0.61
3. C 0.05
4. N 0.10
5. C -0.21
6. C 0.31

---

Here is 5 unconnected molecules or ions with the total composition H8O3S2 in a non-equilibrium geometry from the Open Molecules 2025 dataset. Energies are from wB97M-V/def2-TZVPD.

ORCA input file:
```
! RIJCOSX wB97M-V def2-TZVPD def2/J DEFGRID3
* xyz 0 1
S 1.21 -0.59 1.37
S -0.77 0.60 -1.42
H 1.19 -0.73 2.70
H -1.71 1.15 -2.23
H 1.40 -1.29 -0.82
H 0.84 -0.96 -2.07
O 1.49 -1.58 -1.70
H -1.60 -0.53 0.34
H -1.23 -1.44 1.53
O -1.96 -1.20 0.94
H 0.52 2.75 -0.09
H 0.45 1.44 0.70
O 0.19 2.37 0.74
*
```

Calculated values
Orbital gap, eV: 4.15
Lowest unoccupied orbital energy, eV: -5.73
E, eV: -27937.2209
Energy relative to the best compared isomer or geometry (same formula, charge and spin), kJ/mol: 556.8

Results of the Mulliken charge analysis, in e, for atoms 1 through 6:
1. S -0.35
2. S -0.29
3. H 0.17
4. H 0.19
5. H 0.29
6. H 0.28

---

Here is 2 unconnected molecules or ions with the total composition BH3OS in a non-equilibrium geometry from the Open Molecules 2025 dataset. Energies are from wB97M-V/def2-TZVPD.

ORCA input file:
```
! RIJCOSX wB97M-V def2-TZVPD def2/J DEFGRID3
* xyz 0 3
B 0.32 -0.63 0.07
O 0.33 -1.97 -0.02
S 1.88 0.15 -0.04
H -0.75 -0.20 0.01
H -0.20 -2.63 0.37
H 1.51 2.63 -0.24
*
```

Calculated values
Expectation value of S²: 2.0031
Orbital gap (spin up / spin down), eV: 10.24 / 7.17
Lowest unoccupied orbital energy (spin up / spin down), eV: 0.60 / -2.82
E, eV: -13604.6213
Energy relative to the best compared isomer or geometry (same formula, charge and spin), kJ/mol: 0.0

For reference, the Mulliken charges in units of e are:
1. B 0.43
2. O -0.50
3. S -0.18
4. H -0.07
5. H 0.32
6. H 0.00

---

Here is 5 unconnected molecules or ions with the total composition C35H35FN4O14 in a non-equilibrium geometry from the Open Molecules 2025 dataset. Energies are from wB97M-V/def2-TZVPD.

ORCA input file:
```
! RIJCOSX wB97M-V def2-TZVPD def2/J DEFGRID3
* xyz 0 1
C 4.95 0.68 3.55
C 4.76 2.11 4.30
O 4.37 2.07 5.49
O 5.11 3.25 3.54
C 4.34 4.43 3.86
C 3.21 4.82 2.77
C 2.29 3.59 2.29
C 0.76 3.82 2.81
C -0.09 2.45 2.80
O -0.59 1.97 1.52
C -1.66 2.91 1.25
O -2.09 3.16 0.09
O -2.15 3.52 2.46
C -1.50 2.73 3.49
C -1.52 3.28 5.02
C -0.50 2.37 5.86
O 0.64 2.80 6.15
F -0.94 1.04 6.22
H 4.15 0.59 2.73
H 4.91 -0.19 4.31
H 6.01 0.72 3.10
H 5.08 5.32 3.86
H 3.84 4.44 4.88
H 2.53 5.59 3.30
H 3.69 5.35 1.87
H 2.29 3.62 1.13
H 2.67 2.55 2.60
H 0.31 4.63 2.12
H 0.76 4.28 3.87
H 0.58 1.65 3.29
H -2.13 1.77 3.58
H -1.17 4.37 5.09
H -2.59 3.20 5.44
O 1.76 -2.57 1.34
N 1.83 -2.71 0.13
O 2.59 -3.48 -0.44
C 0.95 -1.88 -0.70
C 0.10 -0.96 -0.09
C -0.71 -0.16 -0.89
C -0.68 -0.28 -2.27
C 0.16 -1.22 -2.87
C 0.99 -2.02 -2.09
H 0.07 -0.84 0.98
H -1.37 0.57 -0.43
H -1.31 0.35 -2.89
H 0.18 -1.31 -3.95
H 1.64 -2.74 -2.57
O 0.39 -2.21 -6.99
N 1.04 -3.14 -7.47
O 1.54 -3.12 -8.59
C 1.24 -4.33 -6.65
C 0.66 -4.40 -5.38
C 0.83 -5.54 -4.61
C 1.57 -6.61 -5.10
C 2.16 -6.53 -6.36
C 1.99 -5.39 -7.14
H 0.07 -3.57 -4.98
H 0.37 -5.61 -3.63
H 1.70 -7.51 -4.50
H 2.74 -7.37 -6.74
H 2.45 -5.35 -8.12
O -3.84 4.10 -9.41
N -3.30 3.15 -9.97
O -3.43 2.88 -11.15
C -2.45 2.28 -9.15
C -2.32 2.53 -7.79
C -1.53 1.68 -7.01
C -0.88 0.60 -7.60
C -1.01 0.36 -8.97
C -1.80 1.20 -9.75
H -2.82 3.37 -7.32
H -1.42 1.87 -5.95
H -0.27 -0.06 -6.99
H -0.51 -0.48 -9.42
H -1.90 1.00 -10.81
O -3.78 -0.62 5.31
N -4.16 -1.70 5.73
O -4.92 -2.45 5.13
C -3.68 -2.14 7.04
C -2.84 -1.30 7.78
C -2.41 -1.71 9.04
C -2.81 -2.94 9.55
C -3.64 -3.77 8.81
C -4.08 -3.37 7.55
H -2.52 -0.34 7.39
H -1.76 -1.06 9.62
H -2.47 -3.25 10.54
H -3.95 -4.73 9.21
H -4.73 -4.03 6.98
*
```

Calculated values
SMILES string: CC(=O)OCCCC[C@@H]1OC(=O)O[C@@H]1CC(=O)F.O=[N+]([O-])c1ccccc1.O=[N+]([O-])c1ccccc1.O=[N+]([O-])c1ccccc1.O=[N+]([O-])c1ccccc1
Orbital gap, eV: 8.90
Lowest unoccupied orbital energy, eV: -0.96
E, eV: -74191.8436

Results of the Mulliken charge analysis, in e, for atoms 1 through 6:
1. C -0.74
2. C 0.69
3. O -0.56
4. O -0.33
5. C -0.53
6. C -0.61